The following is a DFT calculation (ωB97M-V/def2-TZVPD) of a structure of composition C27H30N5SeTl in a non-equilibrium geometry.

Each line ends with the Löwdin charge.
CARTESIAN COORDINATES (ANGSTROEM)
Tl (-20.39, -1.86, 4.69)  0.6159
C (-16.05, -7.27, 7.39)  -0.0467
C (-15.48, -5.90, 7.53)  -0.2435
C (-14.36, -5.64, 8.30)  -0.0465
C (-13.91, -4.34, 8.60)  -0.0759
C (-14.64, -3.27, 8.10)  -0.0906
C (-15.81, -3.51, 7.40)  -0.0247
C (-16.21, -4.82, 7.08)  -0.2137
N (-17.38, -5.13, 6.33)  0.1314
C (-17.94, -4.23, 5.38)  -0.3578
N (-17.01, -3.50, 4.74)  0.1173
C (-17.06, -2.33, 3.89)  -0.2203
C (-18.23, -1.60, 3.75)  -0.2811
C (-18.07, -0.40, 3.01)  -0.1811
C (-16.87, -0.01, 2.41)  -0.1097
C (-15.74, -0.80, 2.60)  -0.0666
C (-15.81, -2.00, 3.32)  -0.2087
C (-14.58, -2.87, 3.56)  -0.0527
N (-19.21, -4.24, 5.15)  0.0515
C (-20.14, -5.02, 5.84)  -0.3149
C (-20.50, -4.69, 7.13)  -0.0613
C (-21.45, -5.49, 7.86)  -0.0817
C (-22.15, -6.51, 7.21)  -0.0935
C (-21.78, -6.80, 5.90)  -0.0691
C (-20.81, -6.12, 5.20)  -0.1957
C (-20.39, -6.49, 3.78)  -0.0361
H (-15.47, -7.98, 7.97)  0.0731
H (-16.06, -7.57, 6.28)  0.1165
H (-17.08, -7.31, 7.77)  0.0785
H (-13.78, -6.45, 8.74)  0.1054
H (-13.00, -4.26, 9.20)  0.1026
H (-14.29, -2.27, 8.28)  0.0961
H (-16.41, -2.66, 7.01)  0.1311
H (-18.10, -5.62, 6.83)  0.1218
H (-16.05, -3.75, 4.94)  0.0872
H (-18.98, 0.17, 2.83)  0.0714
H (-16.85, 0.88, 1.76)  0.1017
H (-14.78, -0.53, 2.17)  0.1010
H (-13.74, -2.59, 2.91)  0.0810
H (-14.78, -3.93, 3.32)  0.0852
H (-14.21, -2.83, 4.59)  0.0729
H (-20.00, -3.86, 7.68)  0.1251
H (-21.69, -5.25, 8.89)  0.0943
H (-22.82, -7.14, 7.79)  0.0972
H (-22.31, -7.54, 5.37)  0.0902
H (-21.01, -7.34, 3.43)  0.0778
H (-19.34, -6.82, 3.82)  0.0858
H (-20.55, -5.67, 3.09)  0.0365
C (-23.01, -3.97, -0.82)  -0.0631
N (-23.83, -3.52, 0.28)  -0.1455
C (-25.16, -3.22, 0.22)  -0.0528
C (-25.45, -2.60, 1.39)  -0.0678
N (-24.29, -2.36, 2.05)  -0.1311
C (-24.12, -1.74, 3.36)  -0.0362
C (-23.26, -2.93, 1.37)  -0.6941
Se (-21.45, -2.91, 1.78)  0.5792
H (-23.66, -4.24, -1.69)  0.1045
H (-22.47, -4.84, -0.48)  0.0775
H (-22.28, -3.20, -1.09)  0.0807
H (-25.77, -3.46, -0.65)  0.1267
H (-26.37, -2.19, 1.76)  0.1192
H (-25.13, -1.74, 3.79)  0.0976
H (-23.74, -0.72, 3.30)  0.0969
H (-23.47, -2.40, 3.93)  0.0314

Summary:
HOMO-LUMO gap ... 7.269 eV
Net charge ... 0
Max |F| ... 2.12 eV/Å
2S+1 ... 1
LUMO ... 0.508 eV